Entry 1:
{
  "formula": "C14H23F6GeN4O4PSW",
  "method": "ωB97M-V/def2-TZVPD",
  "lumo_energy_ev": [-9.93, -10.54],
  "spin_multiplicity": 2,
  "charge": 3,
  "symbols": ["W", "N", "C", "C", "C", "C", "C", "C", "S", "O", "O", "O", "H", "H", "H", "H", "H", "H", "F", "P", "F", "F", "F", "F", "F", "C", "N", "C", "C", "O", "N", "C", "N", "H", "H", "H", "H", "H", "H", "H", "C", "Ge", "C", "C", "C", "H", "H", "H", "H", "H", "H", "H", "H", "H", "H"],
  "coordinates": [[-0.61729, -0.93066, 0.13019], [1.63040, -0.87569, 0.53214], [2.58623, -1.56812, -0.32760], [2.88039, -2.90114, -0.06682], [3.83506, -3.56508, -0.82393], [4.44440, -2.83965, -1.81923], [4.17571, -1.52977, -2.12798], [3.22217, -0.88209, -1.35347], [6.86358, -3.71019, -2.32691], [7.25235, -3.24751, -1.06354], [5.40897, -3.52014, -2.69764], [7.59163, -4.33635, -3.33892], [1.86257, 0.12012, 0.53894], [1.77357, -1.20942, 1.48318], [2.38864, -3.42844, 0.74112], [4.08002, -4.60056, -0.62833], [4.68209, -1.01739, -2.93502], [3.00576, 0.15660, -1.55017], [0.35933, 0.27771, -1.59241], [0.31652, 1.96410, -1.18815], [0.16020, 3.32803, -0.48024], [-0.35707, 1.12909, 0.38391], [1.73084, 1.71855, -0.48314], [-1.17859, 1.95860, -1.66650], [0.92734, 2.37084, -2.53767], [-5.85989, 2.00942, 1.10479], [-4.69175, 1.20704, 0.73566], [-4.29951, 0.90565, -0.63804], [-3.07543, 0.09492, -0.36652], [-2.23612, -0.41964, -1.15711], [-2.84331, -0.05192, 0.92281], [-3.83270, 0.65373, 1.57853], [-3.89766, 0.74254, 2.89069], [-6.23260, 2.50442, 0.21271], [-5.57324, 2.78040, 1.81968], [-6.64883, 1.38109, 1.51710], [-4.05891, 1.80581, -1.20920], [-5.06507, 0.34028, -1.17487], [-3.17598, 0.33696, 3.46300], [-4.62476, 1.26768, 3.35194], [-1.80213, -4.40752, 1.68431], [-1.95846, -3.25065, 0.15382], [-0.52510, -1.43617, 2.20629], [-3.47874, -3.45597, -1.01039], [-0.36508, -2.50967, -0.80159], [-2.54621, -4.14314, 2.43657], [-0.81138, -4.38080, 2.12794], [-2.02547, -5.41976, 1.33992], [-1.48472, -1.64834, 2.67335], [-0.12856, -0.52994, 2.68398], [0.14153, -2.26673, 2.43995], [-4.39903, -3.49348, -0.42725], [-3.36725, -4.41964, -1.51505], [-3.52539, -2.66946, -1.75905], [-0.12617, -3.02935, -1.72671]],
  "forces_ev_per_angstrom": [[0.0, -0.2, -0.5], [0.0, 0.0, 0.0], [0.0, 0.0, 0.0], [0.0, 0.0, 0.0], [0.0, 0.0, 0.0], [0.1, 0.1, -0.1], [-0.1, 0.0, 0.1], [0.0, 0.0, 0.0], [0.1, 0.1, 0.0], [0.0, 0.0, -0.1], [0.0, -0.1, 0.0], [0.0, 0.0, 0.0], [0.0, 0.0, 0.0], [0.0, 0.0, 0.0], [0.0, 0.0, 0.0], [0.0, 0.0, 0.0], [0.0, 0.0, 0.0], [0.0, 0.0, 0.0], [0.0, 0.0, 0.0], [-0.1, 0.0, 0.0], [0.0, 0.0, 0.0], [0.0, 0.0, 0.0], [0.0, 0.0, 0.0], [0.0, 0.0, 0.0], [0.0, 0.0, 0.0], [0.0, 0.0, 0.0], [0.0, 0.0, 0.0], [0.0, 0.0, 0.0], [0.1, 0.1, 0.0], [-0.1, 0.0, 0.1], [0.0, -0.1, 0.2], [0.0, 0.1, -0.1], [0.0, 0.0, 0.0], [0.0, 0.0, 0.0], [0.0, 0.0, 0.0], [0.0, 0.0, 0.0], [0.0, 0.0, 0.0], [0.0, 0.0, 0.0], [0.0, 0.0, 0.0], [0.0, 0.0, 0.0], [0.0, 0.0, -0.1], [0.0, -0.1, 0.0], [-0.1, -0.1, 0.0], [0.0, 0.0, 0.0], [-0.2, 0.4, 0.1], [0.0, 0.0, 0.0], [0.0, 0.0, 0.0], [0.0, 0.0, 0.0], [0.0, 0.0, 0.0], [0.0, 0.0, 0.0], [0.0, 0.0, 0.0], [0.0, 0.0, 0.0], [0.0, 0.0, 0.0], [0.0, 0.0, 0.0], [0.2, -0.1, 0.1]],
  "nbo_charge": [1.514, -0.822, 0.241, -0.220, -0.216, 0.233, -0.192, -0.220, 2.474, -0.673, -0.614, -0.633, 0.443, 0.429, 0.241, 0.267, 0.271, 0.268, -0.558, 2.653, -0.519, -0.576, -0.565, -0.542, -0.520, -0.434, -0.335, -0.314, 0.688, -0.610, -0.603, 0.667, -0.729, 0.257, 0.235, 0.239, 0.286, 0.276, 0.437, 0.443, -1.103, 1.658, -0.994, -1.111, -0.794, 0.280, 0.260, 0.287, 0.246, 0.243, 0.236, 0.277, 0.290, 0.269, 0.290]
}


Entry 2:
{
  "formula": "C14H23FeNO5",
  "method": "ωB97M-V/def2-TZVPD",
  "lumo_energy_ev": [-12.11, -12.09],
  "spin_multiplicity": 2,
  "charge": 3,
  "symbols": ["Fe", "C", "C", "O", "C", "C", "O", "C", "C", "O", "C", "C", "O", "H", "H", "H", "H", "H", "H", "H", "H", "H", "H", "H", "H", "H", "H", "H", "H", "O", "C", "C", "C", "C", "C", "C", "N", "H", "H", "H", "H", "H", "H", "H"],
  "coordinates": [[-0.00022, -0.31388, 0.05373], [0.91139, -1.56740, 2.39593], [1.36863, -0.15451, 2.64740], [1.13778, 0.60207, 1.40177], [0.70135, 1.97879, 1.63743], [-0.80535, 1.96159, 1.65925], [-1.16628, 1.20736, 0.46549], [-2.59281, 0.97842, 0.25298], [-2.65546, -0.08906, -0.81203], [-1.72367, -1.15189, -0.41846], [-2.28405, -2.07832, 0.58086], [-1.13836, -2.57610, 1.42723], [-0.34267, -1.39293, 1.67741], [0.73028, -2.10104, 3.32904], [1.60210, -2.13691, 1.77275], [2.42736, -0.09228, 2.89250], [0.77237, 0.30708, 3.43307], [1.10827, 2.57648, 0.82606], [1.12776, 2.33679, 2.57313], [-1.23041, 2.96327, 1.58894], [-1.20937, 1.44743, 2.53376], [-3.05551, 1.90820, -0.07866], [-3.03797, 0.66978, 1.20024], [-2.29909, 0.26934, -1.77601], [-3.65537, -0.50365, -0.93418], [-2.79424, -2.88144, 0.05121], [-2.99879, -1.53004, 1.19233], [-0.52896, -3.33993, 0.93781], [-1.49640, -2.98487, 2.37272], [0.99239, -1.80239, -0.70979], [1.76890, -1.54137, -1.91965], [1.63249, -0.08459, -2.21588], [2.35608, 0.50042, -3.23574], [2.18033, 1.84791, -3.50351], [1.27251, 2.57614, -2.74186], [0.58632, 1.93857, -1.73622], [0.76630, 0.62673, -1.45611], [0.68212, -2.71815, -0.70327], [1.35598, -2.13994, -2.73279], [2.80283, -1.83118, -1.73573], [3.04640, -0.09679, -3.81797], [2.73823, 2.32267, -4.30065], [1.09472, 3.62620, -2.92795], [-0.14796, 2.46343, -1.14656]],
  "forces_ev_per_angstrom": [[-0.2, -0.2, 0.7], [0.0, 0.0, 0.0], [0.0, 0.0, 0.0], [0.0, -0.3, -0.2], [0.1, 0.1, 0.0], [0.0, 0.0, 0.0], [0.0, -0.1, -0.1], [0.0, 0.0, 0.0], [0.0, 0.0, 0.0], [0.2, 0.3, -0.2], [0.0, 0.0, 0.0], [0.0, 0.0, -0.1], [-0.1, 0.0, 0.0], [0.0, 0.0, 0.0], [0.0, 0.0, 0.0], [0.0, 0.0, 0.0], [0.0, 0.0, 0.0], [0.0, 0.0, 0.0], [0.0, 0.0, 0.0], [0.0, 0.0, 0.0], [0.0, 0.0, 0.0], [0.0, 0.0, 0.0], [0.0, 0.0, 0.0], [0.0, 0.0, 0.0], [0.0, 0.0, 0.0], [0.0, 0.0, 0.0], [0.0, 0.0, 0.0], [0.0, 0.0, 0.0], [0.0, 0.0, 0.0], [0.2, 0.1, 0.1], [0.0, 0.0, 0.0], [0.0, 0.1, 0.1], [0.0, 0.0, 0.0], [0.0, 0.0, 0.0], [0.0, 0.0, 0.0], [0.0, 0.0, -0.1], [-0.2, 0.1, -0.3], [0.0, 0.0, 0.0], [0.0, 0.0, 0.0], [0.0, 0.0, 0.0], [0.0, 0.0, 0.0], [0.0, 0.0, 0.0], [0.0, 0.0, 0.0], [0.0, 0.0, 0.0]],
  "nbo_charge": [1.427, -0.106, -0.093, -0.512, -0.101, -0.106, -0.538, -0.105, -0.104, -0.515, -0.100, -0.098, -0.542, 0.265, 0.218, 0.264, 0.223, 0.238, 0.263, 0.260, 0.218, 0.261, 0.219, 0.238, 0.266, 0.265, 0.222, 0.198, 0.268, -0.703, -0.104, 0.196, -0.202, -0.049, -0.206, 0.053, -0.485, 0.540, 0.252, 0.256, 0.274, 0.279, 0.279, 0.227]
}


Entry 3:
{
  "formula": "C14H23N2O11V2",
  "method": "ωB97M-V/def2-TZVPD",
  "lumo_energy_ev": -7.28,
  "spin_multiplicity": 1,
  "charge": 1,
  "symbols": ["O", "V", "O", "O", "V", "O", "C", "C", "O", "H", "H", "H", "H", "H", "C", "O", "N", "C", "C", "H", "H", "H", "H", "H", "H", "H", "C", "O", "N", "C", "C", "H", "H", "H", "H", "H", "H", "H", "C", "C", "C", "O", "C", "C", "C", "O", "O", "O", "H", "H", "H", "H"],
  "coordinates": [[-1.30004, 0.98118, -1.18869], [-0.59940, 2.06540, -2.03783], [0.16655, 1.35834, -3.16339], [0.23665, 5.61319, 0.38154], [1.14415, 5.09821, -0.86655], [2.63224, 5.54946, -0.60351], [1.65522, 0.54397, 0.04271], [1.83573, 2.03634, 0.18834], [0.76953, 2.77535, -0.45515], [1.37481, 0.28797, -0.98195], [0.91175, 0.12193, 0.71636], [2.62348, 0.07544, 0.22527], [2.78784, 2.34195, -0.25047], [1.82622, 2.38687, 1.22267], [4.32605, -2.96690, -3.09148], [5.34893, -2.46181, -3.51040], [3.13947, -2.31863, -3.19354], [1.90302, -3.02316, -2.93649], [3.12055, -0.94507, -3.62578], [4.26910, -3.96058, -2.63225], [2.02520, -4.08490, -2.73200], [1.29475, -3.04150, -3.85083], [1.24880, -2.57786, -2.19043], [2.08268, -0.61150, -3.65827], [3.79460, -0.27754, -3.09144], [3.43365, -0.81369, -4.66708], [-2.42106, 2.35322, 1.48770], [-3.43933, 2.50427, 0.85145], [-2.29377, 1.99984, 2.78524], [-0.97822, 1.72683, 3.35807], [-3.45995, 1.89217, 3.63597], [-1.40764, 2.53860, 1.08807], [-0.25189, 1.74341, 2.54438], [-0.84820, 0.71320, 3.74527], [-0.79914, 2.43550, 4.16325], [-4.36998, 1.93505, 3.04362], [-3.42378, 1.05466, 4.33327], [-3.58812, 2.73247, 4.33193], [-1.47939, -2.65873, -0.47388], [-0.52475, -2.53636, 0.47739], [-0.77055, -1.87392, 1.81152], [0.14979, -1.88909, 2.61134], [-2.06907, -1.29566, 2.00339], [-2.99373, -1.42777, 1.04287], [-2.82503, -2.08142, -0.28350], [-3.71860, -2.14613, -1.09145], [-4.20431, -0.90310, 1.26485], [0.69135, -3.00474, 0.20467], [-1.27264, -3.17886, -1.39890], [-2.26059, -0.79893, 2.94153], [-4.79997, -1.16245, 0.53835], [1.30705, -2.82448, 0.93425]],
  "forces_ev_per_angstrom": [[-0.2, -0.3, -0.5], [0.7, 0.5, 3.5], [0.5, -0.5, -1.0], [2.3, -0.9, -3.3], [-0.3, -0.5, 4.6], [-2.1, -0.6, -0.3], [0.1, 0.0, 0.0], [0.2, 0.2, -0.2], [-1.4, 2.4, -2.9], [0.1, 0.0, 0.0], [0.0, 0.1, 0.1], [-0.1, -0.1, 0.1], [0.0, 0.0, -0.1], [0.0, -0.2, 0.1], [0.3, 0.8, -0.8], [0.2, -0.3, 0.4], [-0.1, -0.7, 1.0], [-1.0, 0.0, -1.1], [-0.4, 0.2, -1.3], [0.0, -0.1, 0.0], [0.5, 0.1, 0.4], [0.1, 0.1, -0.1], [0.4, 0.1, 0.4], [0.0, 0.2, 0.5], [-0.2, -0.2, 0.5], [0.2, -0.4, -0.1], [0.7, 0.0, 0.6], [-0.2, 0.2, -0.2], [-0.2, -0.5, 0.3], [-0.4, 0.0, -0.3], [-0.6, 0.6, 0.8], [0.0, -0.1, -0.4], [0.2, 0.6, 0.2], [-0.5, 0.0, 0.2], [0.5, 0.1, -0.1], [0.1, -0.5, -0.2], [0.0, -0.5, -0.6], [0.5, 0.3, -0.3], [-0.3, 0.3, 0.2], [-0.6, -0.1, -1.2], [0.6, -0.4, -0.4], [-0.1, 0.3, 0.0], [0.5, -0.2, 0.1], [-1.8, 1.2, 0.9], [2.1, -1.2, 0.0], [-0.5, 0.3, 0.2], [0.0, -0.3, -0.2], [0.3, 0.0, 0.4], [0.0, 0.0, 0.0], [-0.3, 0.0, 0.0], [0.2, 0.1, -0.1], [-0.3, 0.0, 0.3]],
  "lowdin_charge": [-0.207, 1.068, -0.249, -0.250, 1.141, -0.223, -0.056, -0.300, -0.403, 0.061, 0.067, 0.102, 0.114, 0.121, -0.334, 0.023, -0.189, -0.064, -0.060, 0.135, 0.093, 0.093, 0.056, 0.065, 0.089, 0.095, -0.373, 0.021, -0.176, -0.033, -0.040, 0.104, 0.070, 0.080, 0.098, 0.091, 0.091, 0.095, 0.080, -0.236, -0.338, 0.104, 0.061, -0.217, -0.327, 0.138, 0.117, 0.090, 0.131, 0.120, 0.130, 0.128]
}